# 1
2 unconnected molecules or ions with the total composition C3H10P2 at a distorted geometry. Source: the Open Molecules 2025 dataset; level of theory: the ωB97M-V functional and the def2-TZVPD basis.

```
15
Properties=species:S:1:pos:R:3:forces:R:3:lowdin_spin:R:1
C 0.989 -1.755 0.542 -0.645 1.286 -1.418 0.0281
C -0.662 2.433 0.282 0.174 1.371 1.272 0.8570
C 1.330 -0.291 0.212 -4.680 -0.244 1.391 0.0862
P -1.879 -0.626 -0.572 0.292 2.192 -0.589 0.0621
P 0.126 0.252 -1.123 0.584 -0.918 -0.501 0.7841
H 1.822 -2.210 0.953 1.418 -1.075 1.528 0.0022
H 0.140 -1.622 1.187 -0.347 -1.010 0.462 0.0008
H 0.763 -2.358 -0.354 -0.242 0.395 0.293 0.0087
H -0.935 1.798 1.165 -0.060 0.728 -1.220 0.0427
H -1.366 2.739 -0.532 0.797 -0.489 1.083 0.0415
H 0.368 2.879 0.343 -1.314 -0.455 -0.331 0.0396
H 2.245 -0.171 -0.176 3.486 0.624 -1.299 0.0032
H 1.179 0.326 1.155 0.389 -0.489 -1.124 0.0185
H -2.358 0.302 -1.656 0.120 -1.107 1.103 -0.0006
H -1.762 -1.694 -1.425 0.031 -0.810 -0.649 0.0259
```
Positions in Å, forces in eV/Å.

Output
* E_HOMO (spin up / spin down): -0.2402 / -0.3146 Eh
* 2S+1: 3
* ΔE to the lowest compared entry with this formula, charge and spin: 0.00 kcal per mole
* energy: -21845.6800 eV

=====

# 2
2 unconnected molecules or ions with the total composition C3H10S at a distorted geometry. Source: the Open Molecules 2025 dataset; level of theory: the ωB97M-V functional and the def2-TZVPD basis.

```
14
Properties=species:S:1:pos:R:3:forces:R:3:mulliken_charge:R:1
C 1.873 0.806 -1.029 -0.383 -0.871 0.194 -0.7740
C 0.474 1.239 -1.440 -1.269 1.022 0.392 -0.7763
H 2.157 -0.110 -1.540 0.165 0.077 -0.537 0.2677
H 2.643 1.547 -1.192 0.120 0.163 0.130 0.2810
H 1.865 0.445 0.003 0.164 0.565 0.142 0.2355
H -0.055 0.560 -2.104 0.186 -0.157 -0.042 0.2768
H 0.335 2.245 -1.853 0.846 -0.160 -0.537 0.3243
H -0.192 1.403 -0.585 0.155 -0.651 0.273 0.1667
C -1.486 -1.052 1.999 -0.330 0.509 -0.609 -0.6791
S -2.371 -2.034 0.733 0.117 -0.155 0.547 -0.1855
H -2.085 -0.801 2.855 -0.671 -0.328 0.291 0.3152
H -1.304 -0.097 1.515 0.711 0.030 0.157 0.1607
H -0.608 -1.564 2.367 0.249 0.051 -0.205 0.2812
H -1.245 -2.585 0.274 -0.061 -0.093 -0.196 0.1060
```
Positions in Å, forces in eV/Å.

Output
* E_HOMO: -0.3328 Eh
* 2S+1: 1
* ΔE to the lowest compared entry with this formula, charge and spin: 13.14 kcal per mole
* structure (SMILES): CC.CS
* energy: -14107.7666 eV

=====

# 3
2 unconnected molecules or ions with the total composition C3H10S at a distorted geometry. Source: the Open Molecules 2025 dataset; level of theory: the ωB97M-V functional and the def2-TZVPD basis.

```
14
Properties=species:S:1:pos:R:3:forces:R:3:lowdin_spin:R:1
C 4.681 -1.724 0.000 0.515 -2.189 -0.943 0.0000
H 4.986 -2.240 0.975 -0.696 0.654 -1.434 0.0000
H 3.611 -1.960 -0.325 1.415 0.335 0.746 0.0000
H 4.854 -0.667 0.092 -0.063 0.421 0.001 0.0000
H 5.366 -2.137 -0.853 -1.188 0.785 1.627 0.0000
C -2.493 0.519 1.323 -0.723 0.030 -2.374 0.0423
C -1.754 1.282 0.164 1.221 0.540 -0.497 0.0641
S -0.651 0.103 -0.831 -0.770 0.605 0.600 0.8368
H -3.509 0.259 0.974 0.574 -0.161 -0.060 0.0020
H -1.903 -0.374 1.386 -0.159 -0.627 1.281 0.0067
H -2.673 1.095 2.210 0.752 0.315 0.451 0.0025
H -0.906 1.952 0.566 -1.770 -0.448 -0.710 0.0123
H -2.371 1.687 -0.684 0.441 0.094 1.275 0.0053
H 0.358 0.282 0.029 0.451 -0.354 0.036 0.0279
```
Positions in Å, forces in eV/Å.

Output
* E_HOMO (spin up / spin down): -0.5567 / -0.5567 Eh
* net charge: +1
* 2S+1: 2
* ΔE to the lowest compared entry with this formula, charge and spin: 31.47 kcal per mole
* energy: -14098.1986 eV

=====

# 4
2 unconnected molecules or ions with the total composition C3H10S2 at a distorted geometry. Source: the Open Molecules 2025 dataset; level of theory: the ωB97M-V functional and the def2-TZVPD basis.

```
15
Properties=species:S:1:pos:R:3:forces:R:3:mulliken_charge:R:1
C -1.614 -1.725 -1.040 -0.073 0.129 0.679 -0.7419
S -0.233 -0.747 -1.703 -0.185 -0.401 -0.042 -0.0527
C 1.209 -1.851 -1.500 -0.280 1.309 -0.189 -0.8248
H -2.163 -1.057 -0.373 -0.001 -0.012 -0.050 0.2493
H -1.224 -2.524 -0.409 0.046 -0.015 -0.080 0.2334
H -2.343 -2.151 -1.728 0.375 0.079 -0.403 0.2922
H 1.154 -2.380 -0.556 -0.042 -0.411 -0.163 0.3025
H 1.388 -2.419 -2.405 -0.051 -0.530 0.236 0.2744
H 2.011 -1.119 -1.406 0.236 -0.164 -0.007 0.2720
C 0.675 2.506 2.170 -0.284 0.951 0.043 -0.7379
S -0.802 2.197 1.168 -0.168 -0.479 0.068 -0.1502
H 0.498 2.218 3.199 0.047 -0.456 0.034 0.2643
H 1.565 2.060 1.745 0.050 -0.143 0.054 0.2525
H 0.785 3.589 2.217 0.283 -0.067 -0.095 0.2763
H -0.904 3.402 0.619 0.047 0.210 -0.085 0.0904
```
Positions in Å, forces in eV/Å.

Output
* E_HOMO: -0.3038 Eh
* 2S+1: 1
* ΔE to the lowest compared entry with this formula, charge and spin: 16.37 kcal per mole
* structure (SMILES): CSC.CS
* energy: -24942.9866 eV

=====

# 5
2 unconnected molecules or ions with the total composition C3H10S2. Source: the Open Molecules 2025 dataset; level of theory: the ωB97M-V functional and the def2-TZVPD basis.

```
15
Properties=species:S:1:pos:R:3:forces:R:3:mulliken_charge:R:1
C -0.849 -0.935 -3.337 -0.478 0.511 0.561 -0.9116
C -1.441 -1.324 -1.979 0.376 -0.010 -0.151 -0.4406
S -2.542 -0.090 -1.245 -0.270 0.231 0.000 -0.2096
H -0.078 -0.173 -3.242 0.114 -0.011 0.087 0.2705
H -1.655 -0.479 -3.911 0.091 -0.182 -0.331 0.3008
H -0.443 -1.800 -3.846 0.050 -0.143 -0.162 0.2971
H -2.031 -2.224 -2.095 -0.143 -0.194 0.057 0.2718
H -0.682 -1.524 -1.232 0.188 -0.214 -0.013 0.3141
H -1.692 0.421 -0.349 0.078 0.011 -0.035 0.1075
C 2.687 1.660 1.938 -0.094 0.507 -0.256 -0.7190
S 2.118 0.192 2.811 0.076 -0.081 0.155 -0.1898
H 3.692 2.002 2.158 0.280 -0.393 0.247 0.3029
H 2.651 1.397 0.882 -0.074 0.147 0.008 0.2258
H 2.045 2.520 2.128 -0.233 -0.192 -0.174 0.2738
H 1.893 0.758 4.002 0.040 0.013 0.007 0.1064
```
Positions in Å, forces in eV/Å.

Output
* E_HOMO: -0.3310 Eh
* 2S+1: 1
* ΔE to the lowest compared entry with this formula, charge and spin: 10.35 kcal per mole
* structure (SMILES): CCS.CS
* energy: -24943.2475 eV

=====

# 6
A molecular structure, C3H11AgBr2O6P at a distorted geometry. Source: the Open Molecules 2025 dataset; level of theory: the ωB97M-V functional and the def2-TZVPD basis.

```
24
Properties=species:S:1:pos:R:3:forces:R:3:lowdin_spin:R:1
Ag -1.760 0.662 -1.897 -1.991 -0.271 -1.019 0.3560
Br -1.114 3.254 -1.654 0.358 0.679 0.183 -0.0012
Br -0.399 -0.585 -4.011 0.063 -0.088 0.043 0.0364
O -3.236 0.083 -0.341 0.048 -0.238 0.652 0.1542
H -2.950 0.077 0.593 0.098 0.155 -0.719 0.0025
O -3.806 0.858 -2.989 -0.091 -0.013 0.132 0.4293
H -4.009 0.739 -3.938 0.860 -0.044 0.385 0.0050
C -0.698 0.659 2.467 -0.283 -1.690 1.723 -0.0005
O 0.663 0.321 2.036 -0.633 0.528 -0.464 0.0003
P 0.790 -0.316 0.585 1.740 0.655 -2.948 0.0019
O -0.154 0.043 -0.489 1.290 -0.538 2.174 0.0146
O 2.381 0.050 0.056 -2.029 0.672 2.560 0.0009
C 3.105 1.232 0.602 0.203 -1.480 -1.413 0.0001
O 0.877 -1.906 0.835 0.337 2.454 2.014 0.0010
C 0.848 -2.691 -0.293 0.196 -2.195 -1.354 -0.0001
H -1.395 -0.091 2.093 -0.156 0.654 -0.872 -0.0004
H -1.065 1.685 2.500 0.657 0.051 -1.298 -0.0001
H -0.737 0.377 3.520 0.548 0.036 0.369 0.0000
H 2.752 2.189 0.219 -0.579 -0.207 0.146 0.0000
H 4.065 1.050 0.119 0.260 0.310 0.294 0.0000
H 3.239 1.221 1.684 -0.377 -0.122 -0.041 0.0000
H -0.113 -3.206 -0.326 -0.290 0.562 -0.714 0.0000
H 1.536 -3.527 -0.172 0.479 0.030 0.314 0.0000
H 1.178 -2.181 -1.197 -0.710 0.100 -0.148 0.0001
```
Positions in Å, forces in eV/Å.

Output
* E_HOMO (spin up / spin down): -0.0295 / -0.0158 Eh
* net charge: -2
* 2S+1: 2
* energy: -168947.8579 eV

=====

# 7
A molecular structure, C3H11AsO7P2S3SbV at a distorted geometry. Source: the Open Molecules 2025 dataset; level of theory: the ωB97M-V functional and the def2-TZVPD basis.

```
29
Properties=species:S:1:pos:R:3:forces:R:3:lowdin_spin:R:1
V -1.287 -1.537 0.138 -1.059 1.023 1.205 0.9925
O 2.248 -2.989 0.967 -0.094 -0.149 0.041 -0.0005
P 1.447 -1.838 0.295 -0.207 -0.266 0.075 0.0004
O 2.210 -0.626 0.030 0.044 0.006 -0.031 -0.0010
O 0.149 -1.552 1.212 0.609 -0.112 -0.898 -0.0233
O 0.800 -2.454 -1.082 -0.149 0.196 0.208 0.0019
P -0.493 -3.484 -1.173 0.199 -0.033 -0.042 0.0049
O -0.246 -4.387 -2.400 0.049 -0.063 -0.106 -0.0005
O -1.674 -2.474 -1.416 0.519 -0.345 -0.096 0.0038
O -0.606 -4.102 0.157 -0.008 -0.120 -0.111 0.0157
H 1.741 -3.800 1.145 -0.007 0.057 -0.001 0.0000
H -0.319 -4.005 -3.287 -0.022 -0.013 0.077 0.0000
S -5.136 0.492 -1.180 -0.324 -0.107 -0.429 0.0294
Sb -3.774 1.078 0.384 0.249 0.048 0.425 0.0409
S -1.114 0.579 -0.858 0.394 0.265 -0.017 -0.0033
S -2.994 -1.176 1.340 0.021 -0.228 -0.079 -0.0623
C -0.571 3.585 0.253 -0.040 0.141 -0.037 0.0007
As 0.327 1.898 0.178 -0.323 -0.159 -0.215 0.0005
C 0.785 1.537 1.994 0.020 0.021 0.006 -0.0002
C 1.818 2.195 -0.966 0.079 0.031 -0.068 -0.0001
H 0.149 4.315 0.624 -0.039 0.034 0.008 0.0000
H -1.422 3.536 0.928 -0.003 -0.021 0.017 0.0005
H -0.902 3.876 -0.742 0.001 -0.016 -0.012 -0.0001
H 1.602 2.228 2.209 -0.019 -0.013 0.087 0.0000
H 1.112 0.519 2.144 0.022 -0.112 -0.029 0.0000
H -0.082 1.775 2.605 0.014 -0.042 0.053 0.0000
H 2.406 2.986 -0.500 0.052 -0.001 -0.052 -0.0001
H 1.426 2.536 -1.923 0.029 0.016 -0.013 0.0000
H 2.401 1.288 -1.077 -0.008 -0.040 0.035 0.0000
```
Positions in Å, forces in eV/Å.

Output
* E_HOMO (spin up / spin down): -0.4325 / -0.4427 Eh
* net charge: +1
* 2S+1: 2
* energy: -161771.5090 eV

=====

# 8
A gas-phase ion, C3H11BNO (charge -1). Source: the Open Molecules 2025 dataset; level of theory: the ωB97M-V functional and the def2-TZVPD basis.

```
17
Properties=species:S:1:pos:R:3:forces:R:3:mulliken_charge:R:1
B 1.998 -0.791 0.345 0.146 -0.078 -0.356 0.0260
C 1.171 0.537 -0.226 -0.020 0.214 0.211 -1.1350
C -0.270 0.605 0.221 -0.074 -0.065 -0.023 0.3674
O -0.914 1.893 -0.041 0.018 -0.238 0.192 -0.5684
C -1.104 -0.478 -0.438 -0.281 0.021 0.077 -0.4252
N -2.507 -0.522 0.022 0.114 -0.131 -0.282 -0.6581
H 3.127 -0.454 0.708 -0.046 -0.037 0.079 -0.1893
H 2.137 -1.641 -0.546 -0.091 0.011 0.042 -0.1926
H 1.388 -1.322 1.275 -0.015 0.079 0.100 -0.1798
H 1.660 1.454 0.126 -0.003 0.012 0.006 0.1888
H 1.178 0.584 -1.326 0.054 -0.010 -0.061 0.2731
H -0.328 0.488 1.305 0.019 -0.041 0.067 0.1634
H -0.439 2.248 -0.792 0.099 0.138 -0.219 0.3343
H -0.627 -1.442 -0.268 0.026 0.001 -0.009 0.3365
H -1.099 -0.289 -1.517 0.059 -0.012 -0.047 0.1570
H -2.745 0.371 0.431 -0.054 0.073 0.026 0.2530
H -2.625 -1.240 0.720 0.048 0.065 0.195 0.2488
```
Positions in Å, forces in eV/Å.

Output
* E_HOMO: -0.1715 Eh
* net charge: -1
* 2S+1: 1
* ΔE to the lowest compared entry with this formula, charge and spin: 0.00 kcal per mole
* energy: -7503.6396 eV

=====

Among the records above, which one has the highest 2S+1? C3H10P2